# 1
Computed, not measured: an isolated ion of composition C3H10N5 and charge +1, with the ωB97M-V functional and the def2-TZVPD basis.

The geometry in XYZ format:
```
18
Properties=species:S:1:pos:R:3:forces:R:3:mulliken_charge:R:1
N -0.675547 0.447248 -0.371525 -1.997 0.923 -0.791 -0.3111
N 1.704691 -0.397915 0.872272 -1.601 -0.062 -0.936 -0.5378
N -1.057598 2.312669 0.897138 0.050 -0.230 -2.180 -0.4268
N 1.216912 -0.820173 -0.366156 -0.279 -1.930 -2.320 -0.0171
N -0.999125 0.375899 1.935328 -2.123 -0.251 3.342 -0.3872
C -0.397866 -1.146950 -2.174968 1.119 0.798 1.896 -1.1169
C -0.934172 0.957769 0.749897 0.234 3.057 2.024 0.6328
C -0.013984 -0.508756 -0.834187 2.638 -1.974 -1.107 0.5147
H -1.439638 2.610439 1.769667 -0.139 0.740 -0.060 0.1778
H 1.753064 -1.500875 -1.008686 -0.784 1.555 1.785 0.2685
H -1.506627 -1.056916 -2.250508 1.144 -0.067 -0.608 0.3237
H -1.130183 2.880696 0.034341 -0.038 -0.470 1.237 0.2578
H -0.020831 -2.183834 -2.066650 -0.481 0.458 -0.845 0.3403
H 2.065892 0.529731 0.808537 0.849 0.372 0.039 0.2188
H 0.279970 -0.491918 -2.801989 -1.371 -1.112 -0.379 0.3159
H -1.217483 -0.588366 2.108339 0.422 -0.459 -0.679 0.2506
H 2.307472 -1.115295 1.169749 1.127 -0.377 0.844 0.2382
H -1.542079 0.929937 2.662173 1.229 -0.970 -1.263 0.2578
```
Forces are in eV/Å.

The SMILES is C/C(N=C(N)N)=[NH+]/N. The energy comes out at -10716.62681 eV. The highest occupied orbital energy comes out at -13.53 eV. The energy above the lowest of the compared OMol25 structures with the same formula, charge and spin is 18.34 kcal per mole. As for the LUMO energy: -0.112 Eh. As for the net charge: +1.

---

# 2
Computed, not measured: C26H53CsGeN2OPS as an isolated structure, with the ωB97M-V functional and the def2-TZVPD basis.

The geometry in XYZ format:
```
86
Properties=species:S:1:pos:R:3:forces:R:3:mulliken_charge:R:1
Cs 1.111382 -0.058606 0.546297 -0.605 1.175 -0.369 0.9814
Ge 0.781610 0.123008 4.817428 0.058 0.069 0.147 0.5509
S 0.159137 -2.670078 -2.473860 -0.372 -0.174 0.013 -0.5299
P 1.374046 -3.744583 0.941471 -0.156 -0.581 -0.013 1.0552
O 2.023750 -2.458636 0.553434 0.662 -0.726 0.184 -0.8170
N 2.710448 -1.809531 -2.594680 0.270 0.176 -0.083 -0.0299
N 1.442977 -1.232840 -4.499132 0.141 -0.179 -0.221 0.1717
C 0.009868 0.998666 6.447643 0.107 -0.152 -0.162 -1.1873
C 0.223257 -2.976279 -5.871324 0.092 0.048 -0.017 -0.3334
C -0.427342 -3.732223 0.812497 0.169 -0.077 0.096 -0.8446
C -0.867545 2.925819 -2.084100 0.108 0.068 0.067 -1.1113
C 1.418088 -1.754236 -3.177799 -0.198 0.328 0.427 -0.0637
C -3.643921 2.792606 0.517870 -0.109 0.014 -0.025 0.3808
C 1.311377 -4.916534 -7.073237 0.008 -0.015 -0.023 -1.3854
C -2.920747 2.288387 1.764208 0.006 -0.037 0.048 -1.5535
C 1.551238 -1.607912 5.504494 -0.125 0.259 -0.024 -1.3080
C -2.444324 1.283899 -2.771943 -0.033 0.006 0.050 -0.5348
C 3.430519 -0.540294 -2.481539 0.036 -0.102 0.100 0.0075
C 1.984987 -5.137066 -0.045726 -0.193 0.178 0.132 -1.1158
C 5.248805 -1.291329 -4.102039 0.051 -0.035 0.057 -0.1702
C -2.826722 2.532272 -0.727198 -0.021 -0.153 -0.106 0.8844
C 4.932259 -0.696037 -2.729483 -0.043 0.058 -0.086 -0.9400
C -1.251436 1.957247 -3.002991 -0.053 -0.004 0.148 1.1388
C -0.367011 1.621866 -4.157200 0.052 -0.001 -0.291 -1.3468
C 1.695073 -4.158920 2.677355 0.008 -0.010 -0.169 -0.8686
C 5.076995 -0.289005 -5.235927 -0.005 0.028 -0.025 -1.2475
C 0.330254 -1.526913 -5.387867 0.028 -0.038 0.001 -1.2887
C -3.218636 1.569298 -1.655043 0.063 0.097 0.054 -0.8420
C 2.412031 1.198892 4.422750 -0.082 -0.089 0.087 -1.2069
C 1.436807 -3.456894 -6.658608 -0.039 0.037 0.019 -0.0078
C -4.010756 4.270014 0.665866 -0.032 -0.006 -0.008 -1.5723
C -0.350298 0.082997 3.263750 0.056 -0.355 0.106 -0.9810
C -1.633035 3.206494 -0.966178 -0.024 0.001 0.136 -0.0337
H 1.578300 -2.829962 -7.546614 0.003 0.018 -0.013 0.2629
H -4.508350 4.649111 -0.228020 -0.014 0.004 -0.013 0.3726
H -1.984183 2.824867 1.922981 0.028 0.034 -0.006 0.2710
H 0.782298 -2.366139 5.656566 -0.071 -0.001 0.008 0.3487
H -0.819627 -2.955414 1.472420 0.023 0.029 0.028 0.2838
H -0.243692 2.037838 6.240961 -0.002 0.059 -0.059 0.3425
H 5.206159 -0.758051 -6.212773 0.017 -0.017 -0.012 0.3115
H -0.669454 -3.060221 -6.501236 -0.046 -0.008 -0.037 0.4720
H 2.769827 -4.183430 2.857332 0.017 0.007 -0.023 0.3887
H -3.120469 4.876973 0.837315 0.037 0.017 -0.004 0.2851
H 2.999856 0.159133 -3.200764 0.020 -0.058 -0.031 0.3022
H 1.212322 -5.554956 -6.194552 -0.004 -0.020 0.034 0.3124
H 0.065830 -3.616664 -5.002298 0.013 -0.008 0.033 0.0779
H 5.368201 -1.314746 -1.941339 -0.055 -0.088 0.006 0.2794
H 0.201695 2.495605 -4.482437 0.001 -0.013 -0.002 0.4363
H -0.899946 0.491192 6.769172 -0.027 -0.052 -0.007 0.3442
H -4.139670 1.021091 -1.491312 -0.011 -0.008 0.011 0.2780
H 5.398861 0.292241 -2.641045 0.058 -0.002 0.024 0.3900
H -1.282025 3.947017 -0.256804 -0.015 0.042 0.004 0.2524
H -4.577045 2.226830 0.408442 0.047 0.018 0.014 0.3455
H -4.674952 4.416623 1.520096 -0.001 -0.009 0.008 0.4460
H 2.329758 -1.461198 -4.942667 0.048 -0.068 -0.052 -0.0866
H 2.049207 -1.429613 6.460015 0.017 0.003 0.035 0.4001
H 2.953629 1.459437 5.334442 0.020 0.004 0.022 0.3579
H 3.097201 0.643924 3.778216 0.011 -0.036 -0.046 0.3198
H -3.537315 2.428397 2.654388 -0.012 0.004 0.024 0.4473
H -0.586572 -1.263435 -4.860017 -0.022 -0.020 0.016 0.2050
H 0.342717 0.835075 -3.898676 0.053 -0.061 0.023 0.0595
H 4.082376 0.158131 -5.217226 -0.060 0.021 -0.017 0.2788
H 1.264473 -5.124614 2.943494 -0.028 -0.020 -0.020 0.3815
H 2.337145 -3.336544 -6.048994 0.008 -0.012 0.022 0.0846
H 0.063349 3.460009 -2.242253 0.008 0.023 -0.004 0.3326
H 1.626115 -4.995138 -1.066527 -0.028 0.045 -0.041 0.2159
H 0.418609 -0.862098 -6.256145 -0.003 0.024 0.008 0.5555
H 2.135838 2.121703 3.911082 -0.036 0.039 -0.014 0.3045
H 0.425914 -5.072960 -7.692632 -0.031 -0.002 -0.024 0.3324
H 3.285343 -0.084195 -1.488951 0.060 0.004 -0.049 -0.2442
H 2.179891 -5.256309 -7.640221 0.026 -0.005 -0.012 0.3897
H 6.271138 -1.681770 -4.107233 -0.001 0.034 -0.024 0.3998
H 4.586757 -2.146198 -4.260211 0.029 -0.006 0.046 0.1515
H 0.727623 0.976570 7.269786 0.039 0.002 0.040 0.3461
H 2.642533 -2.286338 -1.700689 -0.015 0.094 -0.109 -0.0121
H 2.291517 -2.009681 4.812898 0.044 0.027 -0.063 0.3148
H 3.074769 -5.117621 -0.048452 0.014 0.028 0.051 0.3261
H -1.212815 -0.570321 3.516170 -0.003 0.103 0.023 0.1888
H 1.255114 -3.385800 3.307189 -0.014 0.028 -0.012 -0.0073
H -0.702567 -3.509795 -0.216557 0.034 0.029 -0.039 0.0983
H -2.760554 0.512175 -3.463398 -0.003 -0.024 -0.003 0.2944
H -0.838913 -4.696215 1.116282 0.019 -0.017 0.022 0.3794
H -2.657457 1.233754 1.695566 -0.002 -0.020 -0.005 0.3320
H -0.947576 1.257535 -5.005303 0.008 0.006 -0.027 0.4012
H 1.636053 -6.092542 0.346919 -0.033 -0.011 0.006 0.4092
H 5.803726 0.522492 -5.156370 0.012 0.033 0.007 0.3896
```
Forces are in eV/Å.

The energy comes out at -110037.09046 eV. The highest occupied orbital energy (alpha / beta) comes out at -1.14 / -3.81 eV. The energy above the lowest of the compared OMol25 structures with the same formula, charge and spin is 22.88 kcal per mole. As for the LUMO energy (alpha / beta): 0.073 / 0.071 Eh. As for the net charge: -1.

---

# 3
Computed, not measured: C4H4IN as an isolated structure, with the ωB97M-V functional and the def2-TZVPD basis.

The geometry in XYZ format:
```
10
Properties=species:S:1:pos:R:3:forces:R:3:mulliken_charge:R:1
I -2.784826 -0.061011 -0.071294 0.863 -0.405 0.166 0.0118
N 1.438453 -1.512575 -0.486934 -0.526 -0.553 -0.354 -0.2362
C 0.345249 -1.832982 0.150486 -1.277 3.505 -0.007 -0.2301
C -0.606231 -0.156014 0.321512 -1.241 -4.854 1.178 -0.5961
C 0.157852 0.480156 -0.732309 -0.226 2.014 0.110 -0.2628
C 1.466952 -0.207618 -0.525189 1.252 1.235 -0.322 -0.1339
H -0.609278 0.058405 1.397416 0.745 0.519 -0.668 0.4668
H 0.155763 1.558624 -0.456573 0.540 -0.491 -0.902 0.2675
H 0.405116 -2.638566 0.826968 -0.681 -1.066 0.755 0.3361
H -0.365540 0.297610 -1.682075 0.553 0.094 0.044 0.3769
```
Forces are in eV/Å.

The energy comes out at -13797.63428 eV. The highest occupied orbital energy (alpha / beta) comes out at -8.49 / -8.32 eV. The energy above the lowest of the compared OMol25 structures with the same formula, charge and spin is 125.01 kcal per mole. As for the LUMO energy (alpha / beta): -0.029 / -0.029 Eh. As for the net charge: 0.

---

# 4
Computed, not measured: a 5-piece molecular cluster, C22H23Cl4N3O6 overall, with the ωB97M-V functional and the def2-TZVPD basis.

The geometry in XYZ format:
```
58
Properties=species:S:1:pos:R:3:forces:R:3:mulliken_charge:R:1
Cl 1.435874 -1.773182 6.646527 0.827 0.066 0.417 -0.1947
Cl -4.742726 5.330088 1.124077 1.951 1.133 -0.693 -0.1977
Cl -8.152146 2.957158 0.055167 0.175 -0.603 -0.105 -0.1989
Cl -2.023906 -0.135002 4.922327 -0.450 0.202 -0.216 -0.2037
O 6.776264 -7.198772 -8.337983 -1.421 0.181 -0.191 -0.5572
O 3.490904 4.519268 2.966517 0.420 -1.326 0.069 -0.5053
O -0.317646 -1.146962 -5.000103 -0.229 2.467 1.966 -0.5320
O 7.523384 -7.445352 -6.379823 -0.239 -0.192 0.806 -0.5591
O 1.690794 3.528028 2.304167 0.541 -0.947 0.759 -0.5385
O 0.570094 0.249938 -3.491713 -2.889 -1.336 -1.921 -0.5439
N -0.409966 -0.374532 -4.010503 2.975 -1.612 0.975 0.8673
N 2.429234 3.948328 3.178547 -0.688 3.311 -0.423 0.8334
N 6.632524 -7.114022 -7.135533 1.083 0.633 0.281 0.8947
C 4.463724 -5.357802 -4.557093 -0.272 -0.581 0.391 -0.5735
C 2.571514 4.711288 5.621627 -0.124 -0.220 0.157 -0.4297
C 4.219054 -6.324592 -7.165073 1.117 -0.555 -0.522 -0.1625
C -6.620646 3.839938 -0.165963 -0.341 1.665 2.184 -0.4024
C 0.424024 4.581658 4.479657 -0.341 0.539 1.403 -0.1469
C 5.497994 -5.927612 -5.188533 3.101 -2.568 -1.577 0.0086
C -2.745066 -0.975772 -3.848493 -0.006 -0.011 -0.196 -0.5351
C -0.199296 5.125668 5.622907 1.517 -0.454 1.164 -0.5371
C -3.907336 -1.070242 -3.119023 -0.662 -2.727 -5.423 -0.2738
C -1.660286 -0.478692 -3.177993 1.408 0.493 -1.489 0.4792
C -3.989706 -0.653302 -1.914273 -1.371 1.913 5.520 -0.4377
C 0.560494 5.364108 6.803577 -0.296 -0.304 -1.352 -0.3363
C -1.665966 -0.022482 -1.872013 -1.987 1.139 -0.014 -0.5771
C 5.447884 -6.465472 -6.507043 -1.779 1.269 0.554 -0.0865
C 0.081144 -0.633992 6.523527 -0.004 -0.027 -0.245 -0.3952
C 1.930574 5.168798 6.786987 -0.501 0.153 -0.903 -0.4412
C -2.958036 -0.000232 -1.300323 2.538 -0.171 0.977 -0.4475
C -6.085546 4.258508 1.279917 -0.445 -0.673 -0.983 -0.4352
C -0.561236 -1.066152 5.222577 0.142 -0.278 0.676 -0.4796
C 3.130924 -5.755662 -6.519133 0.402 0.153 -0.409 -0.5735
C 1.823114 4.362068 4.484857 -1.460 -0.015 0.866 0.1613
C 3.285654 -5.263752 -5.248993 -1.547 0.645 0.889 -0.2167
H -0.788536 -2.123622 5.357427 -0.305 0.113 -0.496 0.3374
H 6.380404 -6.181722 -4.620033 0.293 0.254 -0.035 0.3710
H 0.403314 0.405448 6.461377 0.269 -0.172 0.190 0.3053
H -6.981746 4.779838 -0.583443 0.544 -0.111 -0.426 0.2677
H -2.699316 -1.269002 -4.886923 0.204 -0.037 0.109 0.4204
H -5.682546 3.443058 1.880517 -0.736 -0.207 -0.098 0.3146
H 3.647134 4.632168 5.678027 0.060 -0.162 -0.490 0.3995
H 2.436124 5.498888 7.682457 0.615 -0.374 -0.148 0.3619
H -5.879616 3.352938 -0.799853 -0.258 -0.166 0.259 0.3502
H 4.104564 -6.663502 -8.184103 0.094 -0.165 -0.071 0.3979
H -4.779676 -1.564592 -3.520323 0.011 -0.008 -0.483 0.3377
H -3.083556 0.406588 -0.307783 0.022 0.023 0.086 0.4107
H -0.513036 -0.799492 7.422217 -0.237 0.144 -0.341 0.3043
H -1.263906 5.300268 5.673197 -0.054 -0.032 -0.352 0.3672
H 0.141634 5.709228 7.737297 -0.440 0.121 -0.163 0.3862
H 0.149934 -0.926742 4.408387 -0.239 -0.018 0.002 0.3259
H 2.462674 -4.828452 -4.701633 -0.400 0.002 -0.251 0.3591
H 4.581284 -5.287672 -3.485803 -0.365 0.853 0.021 0.3203
H -4.900586 -0.804362 -1.354043 -0.207 0.195 0.037 0.3782
H -0.292116 4.407308 3.690257 0.736 -0.319 -0.583 0.4255
H -0.847056 0.508768 -1.409883 0.193 -0.329 -0.129 0.4532
H 2.193604 -5.695192 -7.052193 -0.071 0.084 0.112 0.3780
H -6.734616 4.938618 1.831527 -0.875 -1.049 -0.138 0.3020
```
Forces are in eV/Å.

The SMILES is O=[N+]([O-])c1ccccc1.O=[N+]([O-])c1ccccc1.O=[N+]([O-])c1ccccc1.ClCCCl.ClCCCl. The energy comes out at -90021.45017 eV. The highest occupied orbital energy comes out at -10.05 eV. The energy above the lowest of the compared OMol25 structures with the same formula, charge and spin is 34.19 kcal per mole. As for the LUMO energy: -0.029 Eh. As for the net charge: 0.

---

# 5
Computed, not measured: a 2-piece molecular cluster, CH2BrNSi overall, with the ωB97M-V functional and the def2-TZVPD basis.

The geometry in XYZ format:
```
6
Properties=species:S:1:pos:R:3:forces:R:3:mulliken_charge:R:1
Br 2.168853 -0.136654 1.860834 -0.833 -0.156 -0.704 -0.0107
Si 0.710911 -0.905309 0.410764 0.555 1.103 0.605 0.6661
N -1.632632 1.604874 -0.952405 1.819 -1.943 1.248 -0.3695
C -2.331375 2.360319 -1.479844 -0.917 0.993 -0.696 -0.3595
H 1.327894 -1.133939 -0.874870 -0.149 0.054 -0.418 0.0384
H -0.243651 -1.789291 1.035521 -0.476 -0.051 -0.035 0.0353
```
Forces are in eV/Å.

The energy comes out at -80475.00034 eV. The highest occupied orbital energy (alpha / beta) comes out at -8.26 / -8.26 eV. The energy above the lowest of the compared OMol25 structures with the same formula, charge and spin is 111.05 kcal per mole. As for the LUMO energy (alpha / beta): -0.140 / -0.140 Eh. As for the net charge: 0.

---

# 6
Computed, not measured: a 2-piece molecular cluster, C5H12O overall, with the ωB97M-V functional and the def2-TZVPD basis.

The geometry in XYZ format:
```
18
Properties=species:S:1:pos:R:3:forces:R:3:mulliken_charge:R:1
O -3.219874 -1.460834 1.964397 2.174 0.643 -0.520 -0.6022
C 2.486917 -1.308886 0.005218 -1.220 -0.983 -1.849 -1.2100
C 0.745906 0.266148 -0.812694 0.120 0.104 2.331 -0.0512
C -1.509245 1.436873 -0.674664 0.740 0.594 0.311 -1.0441
C 0.006011 1.436492 -0.783731 -2.506 1.376 -1.580 0.0685
C 2.094382 0.149635 -0.280572 1.547 -0.874 0.746 -0.2656
H 1.681298 -1.824206 0.557017 0.755 0.231 0.380 0.3297
H 0.392113 2.424528 -1.061605 0.495 -0.426 0.361 0.3600
H 3.505115 -1.555599 0.308743 -0.309 0.567 0.546 0.3540
H -1.922524 0.637543 -0.042721 0.060 0.131 -0.604 0.2697
H -2.667680 -1.572942 1.169947 -1.152 -0.658 -0.535 0.2835
H -1.927860 2.410674 -0.365973 0.571 -0.269 0.432 0.3772
H 2.174519 0.745691 0.650639 -0.467 0.149 0.002 0.3681
H 2.940037 0.603048 -0.795232 -0.220 0.510 -0.782 0.3925
H -2.441794 -1.099919 2.435309 -1.013 -0.026 1.076 0.3196
H -1.922299 1.473227 -1.705975 0.303 -0.721 0.043 0.3460
H 2.410504 -1.799594 -0.990597 0.165 0.084 0.396 0.3312
H 0.142002 -0.622169 -0.676088 -0.042 -0.432 -0.756 0.3730
```
Forces are in eV/Å.

The energy comes out at -7416.51043 eV. The highest occupied orbital energy (alpha / beta) comes out at -14.60 / -14.60 eV. The energy above the lowest of the compared OMol25 structures with the same formula, charge and spin is 41.10 kcal per mole. As for the LUMO energy (alpha / beta): -0.199 / -0.315 Eh. The multiplicity is 2. As for the net charge: +1. The expectation value of S² is 0.753.

---

Which formula does entry 3 have? C4H4IN

---

Look up the energy of the fifth one. -80475.00034 eV

---

Which value of energy does entry 1 give? -10716.62681 eV